Density functional theory data (the ωB97M-V functional and the def2-TZVPD basis) for a molecular structure, C22H50NPPdSi4.

## Properties
- Total energy: -2550.1323 Ha
- Multiplicity: 3
- Frontier orbital gap (spin up / spin down): 6.07 / 6.32 eV
- HOMO level (spin up / spin down): -5.5 / -7.5 eV
- LUMO (spin up / spin down): 0.56 / -1.15 eV

Structure (XYZ):
```
79
Properties=species:S:1:pos:R:3:forces:R:3:mulliken_charge:R:1
C -2.105481 1.110744 -4.594756 0.122 0.219 0.245 -0.950
C -1.704619 -0.099950 -4.051311 0.375 -0.970 -0.099 -0.746
C -0.858646 -0.215828 -2.914066 -0.967 0.674 -0.466 -0.920
C -0.580295 1.005725 -2.242604 0.389 -0.704 0.199 0.817
C -0.827824 2.235818 -2.883270 -0.577 -0.351 -0.440 2.025
C -1.624515 2.279627 -4.024970 0.180 0.664 -0.362 -0.678
C -0.550702 -1.638749 -2.402919 -0.749 0.025 0.525 1.286
C 0.734577 -2.537075 -2.650992 0.560 0.173 -0.270 -1.310
N 2.097612 -2.036656 -2.845671 -0.417 0.168 0.700 0.086
Pd -0.033628 1.298320 -0.146153 0.353 -0.202 -1.622 -2.592
C -0.164495 3.504696 -2.370540 -0.267 0.257 0.129 -1.397
P 1.238504 2.895109 -1.410993 0.532 -0.827 -0.675 1.224
H -2.071652 -1.015999 -4.541231 0.278 0.332 0.252 0.366
H -1.844994 3.252351 -4.487679 0.034 -0.413 0.167 0.381
H -2.762274 1.165523 -5.461545 0.145 -0.169 0.194 0.377
H -0.802010 4.162415 -1.754837 0.068 -0.302 -0.157 0.471
H 0.265323 4.119593 -3.177283 -0.390 -0.113 0.004 0.509
H -0.758084 -1.642172 -1.309900 0.283 0.215 -0.550 -1.315
H -1.351922 -2.274285 -2.840756 0.338 0.314 0.353 0.483
H 0.842788 -3.166360 -1.745841 -0.465 -0.040 -0.673 0.595
C 1.961327 4.361356 -0.654846 0.278 0.486 -0.051 -1.333
C 2.404895 2.550245 -2.777410 0.280 0.244 -0.033 -1.348
H 0.520868 -3.178003 -3.524480 -0.098 0.102 0.385 0.281
C 2.312631 -1.009114 -3.835492 -0.216 0.160 -0.409 -0.481
C 2.896457 -1.925823 -1.632683 -0.081 0.035 0.125 -0.404
H 0.452374 2.255227 1.253690 0.539 0.637 0.800 -0.113
H 2.749004 -1.395500 -4.772615 -0.020 -0.009 0.218 0.259
H 1.354662 -0.530115 -4.109917 0.448 0.041 0.132 0.086
H 3.012862 -0.258162 -3.433299 -0.361 -0.099 -0.291 0.176
H 3.715817 -2.674079 -1.598928 -0.341 0.305 0.044 0.242
H 3.349381 -0.923756 -1.577301 -0.037 -0.239 0.197 0.187
H 2.253491 -2.056117 -0.738139 0.432 0.104 -0.329 -0.084
H 2.661119 3.513136 -3.246348 0.046 -0.273 0.023 0.425
H 3.316489 2.092417 -2.372994 -0.182 0.061 -0.203 0.351
H 1.957119 1.894164 -3.534651 0.065 0.118 0.373 0.285
H 2.092300 5.109096 -1.448064 0.008 0.085 0.314 0.422
H 1.311285 4.753986 0.137026 0.216 -0.061 -0.164 0.363
H 2.948599 4.111172 -0.246251 -0.234 0.117 0.026 0.384
H 1.175691 2.200698 0.891126 -0.537 0.112 0.769 -0.024
C 2.863888 -0.437599 2.667142 0.234 0.263 0.431 -1.038
Si 1.150754 0.131754 3.250535 -0.524 -0.609 -0.320 0.825
C 0.591116 -0.813312 4.789760 0.318 0.012 0.085 -1.173
C 1.147788 1.940877 3.799520 0.216 0.023 0.055 -1.169
Si -0.212765 -0.429507 1.389007 0.486 -1.381 0.821 1.194
Si -0.696420 -2.801910 1.643949 -0.003 0.866 -0.069 0.786
C -1.696424 -3.056628 3.228396 0.111 -0.172 -0.042 -1.121
C -1.723642 -3.637428 0.289664 0.130 -0.089 -0.021 -1.071
C 0.970711 -3.669802 1.808897 -0.098 -0.233 0.009 -1.086
Si -2.287546 0.672682 1.507511 -0.515 -0.242 -0.312 0.069
C -2.762101 0.525214 3.338446 -0.107 0.155 0.009 -1.022
C -2.540405 2.481091 1.025508 -0.146 0.117 -0.063 -1.002
C -3.512436 -0.362697 0.506959 -0.177 0.205 0.033 -0.976
H 3.623231 -0.175550 3.420137 -0.048 -0.090 -0.197 0.426
H 3.150916 0.036280 1.716313 -0.146 -0.101 0.235 0.193
H 2.897585 -1.525899 2.527773 -0.051 0.272 -0.007 0.265
H 1.184074 -0.445355 5.642501 -0.163 -0.255 -0.103 0.440
H -0.470101 -0.631370 5.009001 0.265 -0.028 -0.073 0.319
H 0.747061 -1.893620 4.677039 -0.017 0.217 0.145 0.287
H 1.942320 2.481085 3.264835 -0.309 0.090 0.225 0.316
H 0.181065 2.445319 3.646300 0.330 -0.123 -0.023 0.273
H 1.367576 1.958494 4.882184 -0.011 0.079 -0.407 0.459
H -2.689417 -2.591883 3.153430 0.233 -0.196 0.015 0.243
H -1.823748 -4.147049 3.323677 -0.093 0.252 0.145 0.442
H -1.190676 -2.677388 4.124630 -0.210 -0.131 -0.238 0.283
H -1.132382 -3.824352 -0.617991 -0.205 -0.008 0.236 0.297
H -2.066025 -4.606100 0.694240 0.108 0.252 -0.200 0.438
H -2.611228 -3.055833 0.005152 0.279 -0.161 0.079 0.272
H 1.531559 -3.654094 0.862204 -0.164 -0.052 0.252 0.295
H 1.605266 -3.214862 2.582410 -0.244 -0.179 -0.155 0.166
H 0.769060 -4.718074 2.086938 0.247 0.231 -0.092 0.447
H -2.048285 1.031240 4.000388 -0.140 -0.062 -0.119 0.202
H -3.739428 1.018825 3.445186 0.138 -0.050 0.086 0.420
H -2.873985 -0.511011 3.677779 0.108 0.219 -0.134 0.218
H -2.342755 2.665667 -0.044647 -0.055 -0.045 0.379 0.173
H -3.603875 2.704613 1.206840 0.216 0.059 -0.002 0.474
H -1.931852 3.164655 1.633678 -0.164 -0.105 -0.170 0.228
H -3.240271 -0.423883 -0.554993 0.026 0.056 0.199 0.165
H -3.621790 -1.384105 0.894007 0.020 0.274 -0.015 0.189
H -4.490434 0.137810 0.574567 0.091 -0.206 -0.060 0.470
```
Forces are in eV/Å.